1.
Formula: C42H49BrN7Os
Source: the Open Molecules 2025 dataset
Level of theory: ωB97M-V/def2-TZVPD

Output
2S+1 ... 5
E_LUMO (spin up / spin down) ... -8.567 / -11.036 eV
Total charge ... +3
Relative energy (zero: lowest compared OMol25 entry of this formula, charge and spin) ... 15.9 kcal/mol
Energy ... -4676.91946 Eh

```
100
Properties=species:S:1:pos:R:3:forces:R:3
H -1.9810 3.7574 -3.8620 0.00 -0.02 0.00
H 0.5653 4.8570 3.2896 0.00 -0.02 0.01
N -0.7556 -1.8788 0.0533 -0.12 0.03 -0.04
H 0.5981 6.2726 -0.9468 0.00 -0.02 0.00
N 2.3338 -0.8886 3.6247 -0.05 0.01 0.02
N 1.0608 -0.3773 1.9234 -0.13 -0.10 0.07
H -2.1311 -6.2081 -0.4341 0.01 0.01 -0.01
C -2.3276 -4.3696 1.3798 0.02 -0.01 -0.02
H -2.3746 -3.8785 3.4585 -0.01 0.01 -0.01
H 4.0730 0.5204 -1.6564 -0.02 0.01 0.02
H 3.2379 -1.7463 -2.4727 -0.01 -0.02 0.00
H 1.3942 5.3038 1.1642 -0.01 -0.01 -0.02
C -0.9579 3.2605 -1.1602 -0.05 0.07 -0.01
H -2.2275 2.0475 -4.1452 0.02 0.00 0.02
H -4.4291 -1.4136 0.8829 0.01 0.01 0.00
H 2.5810 2.3924 3.3727 -0.01 0.00 -0.02
H -0.9300 -3.2765 2.6540 0.00 -0.01 0.00
H 3.1244 -4.2791 -0.3727 0.01 0.01 0.00
C 5.1726 0.0662 0.1874 0.02 -0.01 0.04
H 2.4464 -3.2769 0.9091 0.00 0.01 -0.01
C 0.7864 2.9391 2.2768 0.00 0.01 -0.01
N 2.9452 0.0585 0.1278 0.06 -0.14 -0.04
C -0.4369 2.7016 0.0265 -0.10 -0.15 0.05
H 3.0102 -3.4517 -2.7836 0.00 0.01 0.00
C -0.5646 4.5519 -1.4821 -0.01 -0.01 -0.01
Br -0.8470 -1.0181 -3.1185 -0.03 0.00 0.03
C 1.0298 -0.9857 4.0579 0.05 -0.01 0.04
H -3.7064 2.8266 -0.7479 0.01 0.00 0.02
H 6.2292 0.1319 -0.0115 -0.03 0.00 0.01
H -0.6071 2.6708 -3.7734 0.04 -0.02 -0.01
C 0.2462 -0.6742 2.9920 0.02 0.07 -0.04
H -4.5698 2.5542 2.4111 0.01 -0.02 0.00
C 0.1977 3.8336 3.3731 0.02 0.02 0.01
C -2.0048 -3.4274 2.5377 -0.01 0.01 0.00
C 0.3810 3.4332 0.9012 0.03 0.06 0.01
C -1.4574 -4.2746 0.1245 0.02 0.09 0.01
H -4.0640 -5.2223 0.3566 0.00 0.00 0.01
H -4.3705 -4.6703 1.9985 0.01 0.00 -0.01
H 0.5771 0.0718 -5.3595 0.00 0.01 0.00
C 1.9159 1.5937 -4.6305 -0.02 0.03 -0.01
N 4.6782 -0.2609 1.4303 0.03 0.01 -0.05
C 2.4879 -2.5388 -2.4935 0.03 -0.03 -0.01
H 2.2872 1.8681 -5.6096 -0.01 0.00 0.01
H -0.9493 5.0154 -2.3818 0.01 -0.01 0.02
C 0.5212 0.2573 -3.2331 0.07 -0.08 -0.03
C 0.7597 4.7163 0.5118 0.04 0.03 0.02
Os 0.7934 0.2252 -0.0690 0.30 0.44 0.10
N -0.7552 1.3140 0.3282 -0.41 -0.13 -0.09
H -2.0642 -5.3673 1.7433 0.01 -0.01 0.01
C 2.3338 2.2717 -3.4913 0.00 0.02 0.00
H -5.6911 0.3701 1.9833 0.01 0.01 -0.01
C -2.7442 1.9852 1.4736 0.01 -0.02 0.00
H -2.3048 2.9643 1.6008 0.02 0.01 -0.01
C 3.3427 -0.2594 1.3568 0.03 0.00 0.09
H 1.3689 -4.9218 -2.4978 -0.01 0.01 0.01
C 4.0924 0.2577 -0.6135 -0.06 0.01 -0.03
H 3.7743 -2.6633 -0.1112 -0.01 0.00 0.00
C 2.8570 -3.2559 -0.1041 -0.01 -0.02 0.02
C 2.3116 -0.5144 2.3383 0.06 -0.01 -0.07
H 2.7622 2.2885 1.6001 -0.02 0.03 0.03
C -1.9595 2.5479 -2.0543 0.04 0.00 0.04
H -1.9070 1.4768 -1.8427 0.02 -0.05 -0.01
C -4.0342 1.7556 1.9123 -0.02 0.04 0.01
H 2.7588 3.8478 2.4087 -0.01 -0.01 0.00
H -4.0912 2.5200 -2.4413 0.02 0.01 0.01
H -2.7692 -2.2783 0.0089 -0.02 -0.01 0.01
C -1.6669 2.7631 -3.5411 -0.02 0.03 -0.04
C -2.0205 -1.5209 0.2272 0.12 -0.06 0.03
C 0.6095 -3.5318 -1.0802 -0.01 0.00 0.01
C -2.5889 -0.3035 0.6790 -0.09 0.00 -0.02
H -0.8917 3.8673 3.3276 0.01 0.00 -0.01
H -4.2341 -3.5067 0.6888 0.01 0.01 0.00
C 2.3081 2.8541 2.4199 0.03 0.03 -0.01
H 2.1544 2.3642 -1.3576 0.00 0.01 0.00
H -3.4745 4.0956 -1.9468 0.00 -0.02 0.00
C -4.6661 0.5318 1.6811 -0.01 0.02 0.01
C 0.3043 5.2681 -0.6702 0.01 0.01 0.01
H 3.0212 3.1045 -3.5448 -0.01 -0.01 0.00
C -0.4876 -5.5964 -1.6583 0.04 0.00 -0.02
C 0.9768 0.5882 -4.4989 0.00 -0.01 0.00
H 1.7547 -2.3116 -3.2661 0.01 0.00 0.02
C -0.5426 -3.1953 -0.2565 0.00 -0.09 0.08
H 5.2446 -0.4436 2.2456 0.00 -0.01 0.00
C -1.9984 0.9909 0.8327 0.11 0.05 -0.02
C 0.5676 -4.6858 -1.8104 -0.04 -0.08 -0.06
C 1.8548 1.8630 -2.2702 -0.05 -0.03 0.02
C -1.4373 -5.4062 -0.6557 -0.01 -0.02 -0.02
H -0.5039 -6.5033 -2.2500 -0.01 0.01 0.01
C 1.8512 -2.6880 -1.1155 -0.04 -0.01 0.11
H -0.8269 -0.6132 2.9317 0.02 -0.02 -0.01
H 0.7834 -1.2576 5.0702 0.01 0.00 -0.02
C -3.8316 -4.4416 1.0792 -0.01 0.01 0.01
N 0.9939 0.8232 -2.1133 -0.03 0.11 -0.01
C -3.9548 -0.4574 1.0605 0.05 -0.02 -0.01
C -3.3916 3.0215 -1.7705 -0.01 0.02 -0.01
H -2.4917 -2.4549 2.4554 0.01 0.00 -0.02
H 0.3672 1.9442 2.4138 -0.02 -0.06 0.02
H 0.4804 3.4605 4.3590 -0.01 0.00 -0.02
H 1.5676 -1.6981 -0.7395 0.02 -0.07 -0.23
H 3.1460 -1.0728 4.1938 0.01 0.00 0.01
```
Forces are in eV/Å.

These are the Löwdin partial charges, in e, on atoms 1 to 8:
1. H 0.09
2. H 0.09
3. N 0.06
4. H 0.13
5. N 0.17
6. N -0.06
7. H 0.14
8. C -0.35

=====

2.
Formula: C42H50BN3O5
Source: the Open Molecules 2025 dataset
Level of theory: ωB97M-V/def2-TZVPD

Output
E_LUMO ... -1.999 eV
Relative energy (zero: lowest compared OMol25 entry of this formula, charge and spin) ... 30.8 kcal/mol
Energy ... -2195.59973 Eh

```
101
Properties=species:S:1:pos:R:3:forces:R:3
H 6.1342 0.4766 -0.8057 -0.40 0.23 -0.08
H -1.1019 5.6501 -2.7399 0.15 0.07 0.23
C -2.0987 -1.8147 1.7055 0.35 0.22 -0.01
H 1.5829 -3.6500 3.3712 0.33 -0.13 0.01
C -3.4263 3.2670 -1.4362 -0.06 -0.04 -0.37
C 5.2643 -4.2140 2.2246 -0.12 0.03 -0.05
H -1.5089 -6.5696 2.2982 0.11 -0.03 -0.07
C 4.0529 1.0600 -0.7422 -0.28 0.25 -0.18
C 1.1341 -7.1903 2.1040 -0.13 -0.08 -0.12
H 2.2052 -6.9665 2.0070 -0.22 -0.07 -0.16
C 3.0537 2.1213 -0.6974 1.21 0.19 -0.44
C 4.9680 3.6480 -0.9438 -0.61 -1.75 0.18
H -1.9024 8.2966 0.2713 -0.18 -0.13 -0.20
H 1.0968 -1.9372 -1.4840 0.04 0.92 0.39
O -4.5387 5.8888 -0.0681 1.42 -0.52 -0.36
H 0.9974 -8.5203 -0.8084 0.04 0.03 0.02
H -3.1977 3.8121 -2.3666 0.01 -0.23 0.21
B 1.7028 -4.7989 0.9071 -0.44 0.92 -0.23
C -0.4452 -1.6898 -0.0887 -0.52 -0.29 0.14
C 1.9915 -1.0865 0.3629 -0.02 0.33 -0.25
C -0.3993 5.9354 -1.9450 -0.14 -0.09 -0.10
C 0.2681 -6.3866 1.1150 -0.05 0.16 -0.73
C -5.7466 3.5175 -2.3582 -0.10 -0.02 0.41
C 5.4237 1.3080 -0.8217 -0.32 0.51 -0.16
H -4.1432 -1.8035 1.0613 -0.17 -0.31 0.01
O 4.6466 5.9387 -1.1069 1.38 -1.86 0.02
C 4.9891 -3.8498 3.5462 -0.22 -0.02 -0.14
H 4.3911 -4.6642 0.2751 0.09 -0.05 0.34
H -3.5424 8.0126 -0.3800 0.34 -0.23 -0.03
C -0.6242 3.1537 -0.3715 0.70 0.07 -0.06
C 5.9125 2.6073 -0.9506 -0.46 0.34 0.13
C 2.8848 -4.2472 1.7566 0.20 0.57 -0.07
C -7.6810 2.9312 -1.0299 0.22 -0.04 -0.17
H -1.1622 -2.5290 -1.9749 -0.25 0.71 0.16
C 1.6291 -7.6278 -0.8130 0.02 -0.19 0.15
H 6.9715 2.8355 -1.0603 -0.39 -0.11 0.08
H -5.2822 3.9446 -3.2517 -0.29 -0.08 0.26
H -0.9387 -6.8429 -1.5948 0.08 0.06 0.14
H 0.2504 -5.8807 -2.4529 0.17 -0.02 0.22
H 1.0975 1.0924 -0.5318 0.05 0.16 -0.04
N 5.4503 4.9782 -1.1021 1.41 2.86 -0.34
C -1.4778 -2.1077 -1.0101 0.30 -0.19 0.50
H -0.7556 -5.1175 -1.2221 0.13 -0.11 0.12
C 0.8587 -1.4041 -0.5378 -0.14 -1.84 -0.20
C -0.7806 -1.6780 1.3077 0.19 -0.31 -0.62
H 1.8864 -1.1638 1.4554 -0.27 -0.33 -0.43
C -2.8043 -2.1430 -0.6016 0.44 0.11 0.09
H -1.8317 -6.0406 0.6455 0.26 -0.09 0.08
H -1.1542 2.2007 -0.2201 0.33 0.45 -0.06
C -6.8451 2.4026 -0.0400 0.25 0.06 -0.07
H 0.5356 5.3881 -2.1005 -0.21 0.19 -0.01
H -3.1478 3.6202 0.6974 0.14 0.13 -0.38
N -1.4152 4.2517 -0.3572 -0.21 -0.43 -0.03
H 2.4767 -7.7776 -0.1332 -0.26 -0.03 -0.10
C 0.7610 3.1911 -0.5567 -0.48 0.15 -0.04
C 2.6217 -3.7973 3.0679 0.47 -0.36 -0.31
O 0.4436 -5.0072 1.5168 1.50 -0.27 -0.99
H 0.1608 7.2287 0.3529 -0.01 -0.29 0.11
H 6.2905 -4.4090 1.9158 -0.19 0.16 0.07
C 3.5920 3.4211 -0.8045 0.74 0.11 -0.06
H 3.4576 -3.3408 4.9950 0.17 0.03 -0.24
H -0.4947 6.0404 1.5239 0.10 0.05 -0.22
N -2.3012 6.3435 -0.4323 -0.42 -0.28 0.01
H 0.9112 5.6272 0.5182 -0.21 0.22 0.03
C 1.5982 2.0576 -0.5806 -0.23 -0.50 0.13
C 4.2186 -4.3829 1.3156 -0.49 -0.03 0.55
H 3.8270 -0.0053 -0.7515 -0.38 0.60 0.10
C -5.4566 2.4686 -0.1864 -0.37 0.22 -0.35
C -2.8712 4.0837 -0.2682 0.09 0.18 0.44
H -2.1508 8.1657 -1.4936 -0.11 -0.10 0.27
H -1.3929 -7.7353 0.9678 -0.10 0.00 0.01
C -7.1319 3.4646 -2.2032 0.14 -0.14 0.20
H 0.9927 -8.2697 2.0135 -0.01 0.06 -0.01
H 0.8602 -6.8628 3.1135 -0.09 -0.18 -0.17
H -3.6011 -2.3586 -1.3177 0.27 0.00 0.24
H 2.1973 -0.0299 0.1898 0.28 0.08 0.58
C -1.0034 5.6570 -0.5544 0.04 0.46 -0.16
C -4.9176 3.0640 -1.3307 0.06 -0.05 -0.01
H -7.2620 1.9477 0.8589 0.01 0.17 -0.25
H -0.1822 7.0100 -2.0273 -0.05 -0.33 -0.02
H 1.1246 4.2153 -0.7079 0.17 -0.97 0.10
H -8.7623 2.9214 -0.8932 0.28 -0.05 -0.05
H 5.7976 -3.7535 4.2635 -0.03 0.00 -0.10
H 2.0467 -7.5028 -1.8180 -0.17 0.04 0.12
H 2.8749 -1.6425 0.0379 0.05 0.05 0.23
C -0.2106 -6.0340 -1.4715 -0.15 -0.01 0.05
H 2.9240 4.2779 -0.8017 0.51 -0.16 -0.01
C -3.1164 -1.9115 0.7469 0.01 0.20 0.13
H -4.7793 2.0938 0.5860 -0.36 0.03 -0.18
C -0.0414 6.1642 0.5319 -0.18 -0.05 0.18
C -2.4775 7.7851 -0.5142 0.31 0.14 -0.02
C -1.2037 -6.6983 1.2564 -0.16 -0.32 -0.17
C 0.8440 -6.3874 -0.4219 -0.25 0.15 0.46
H -7.7702 3.8511 -2.9965 0.05 -0.10 0.24
H -2.9029 2.2986 -1.4831 -0.13 0.27 0.04
C -3.3787 5.5238 -0.2500 -0.76 0.42 0.35
O 6.6898 5.1162 -1.2325 -2.40 0.06 0.22
H 0.0692 -1.7472 2.0009 -0.70 0.40 -0.07
O 1.8368 -5.3186 -0.3783 -0.38 -0.06 1.49
H -2.3113 -1.8454 2.7767 -0.17 0.08 -0.35
C 3.6763 -3.6154 3.9631 -0.19 -0.02 -0.18
```
Forces are in eV/Å.

These are the Löwdin partial charges, in e, on atoms 1 to 8:
1. H 0.11
2. H 0.10
3. C -0.10
4. H 0.12
5. C -0.09
6. C -0.08
7. H 0.09
8. C 0.00

=====

What is the formula in the first record?
C42H49BrN7Os

=====

relative energy (zero: lowest compared OMol25 entry of this formula, charge and spin) of number 1 (C42H49BrN7Os)?
15.9 kcal/mol

=====

Look up the energy of the first one.
-4676.91946 Eh